No. 1
{
  "formula": "C33H68ClHfN3O6",
  "method": "ωB97M-V with the def2-TZVPD basis set",
  "fmax_ev_per_a": 3.42,
  "energy_ev": -65901.9547,
  "symbols": ["Hf", "C", "C", "C", "C", "C", "C", "N", "O", "C", "C", "C", "H", "H", "H", "H", "H", "H", "H", "H", "H", "H", "H", "H", "H", "H", "H", "H", "H", "H", "C", "C", "C", "C", "C", "C", "N", "O", "C", "C", "C", "H", "H", "H", "H", "H", "H", "H", "H", "H", "H", "H", "H", "H", "H", "H", "H", "H", "H", "C", "C", "C", "C", "C", "C", "N", "O", "C", "C", "C", "H", "H", "H", "H", "H", "H", "H", "H", "H", "H", "H", "H", "H", "H", "H", "H", "H", "H", "Cl", "C", "O", "C", "C", "O", "C", "C", "O", "C", "H", "H", "H", "H", "H", "H", "H", "H", "H", "H", "H", "H", "H", "H"],
  "positions_angstrom": [[0.544, 0.163, 0.383], [-3.082, 2.511, -2.873], [-3.295, 1.972, -1.465], [-4.851, 1.939, -1.250], [-5.495, 0.716, -1.873], [-4.932, -0.495, -1.201], [-3.360, -0.624, -1.461], [-2.721, 0.643, -1.098], [-1.288, 0.615, -1.193], [-3.170, -0.922, -2.915], [-2.905, -1.870, -0.666], [-2.858, 3.113, -0.476], [-3.597, 1.894, -3.609], [-2.019, 2.471, -3.110], [-3.499, 3.509, -3.003], [-5.411, 2.794, -1.629], [-5.173, 1.904, -0.209], [-5.505, 0.663, -2.962], [-6.558, 0.716, -1.632], [-5.331, -1.422, -1.612], [-5.240, -0.543, -0.157], [-3.688, -1.817, -3.262], [-2.122, -0.868, -3.207], [-3.751, -0.243, -3.539], [-3.531, -2.736, -0.883], [-2.998, -1.631, 0.393], [-1.874, -2.108, -0.926], [-1.780, 3.237, -0.572], [-2.872, 2.846, 0.580], [-3.439, 4.022, -0.636], [0.316, -3.385, 3.857], [-1.088, -3.431, 3.195], [-2.040, -4.043, 4.220], [-2.631, -3.121, 5.334], [-3.191, -1.806, 4.723], [-2.148, -1.084, 3.830], [-1.566, -2.081, 2.837], [-0.690, -1.397, 1.885], [-1.183, -0.248, 4.704], [-3.084, -0.094, 3.048], [-1.114, -4.406, 1.996], [0.650, -4.405, 4.050], [0.333, -3.025, 4.885], [1.143, -2.912, 3.328], [-1.463, -4.756, 4.808], [-2.798, -4.689, 3.777], [-1.871, -2.954, 6.097], [-3.414, -3.621, 5.903], [-3.650, -1.178, 5.486], [-4.100, -2.068, 4.182], [-0.466, 0.357, 4.148], [-0.421, -0.734, 5.313], [-1.665, 0.462, 5.376], [-2.639, 0.484, 2.238], [-3.598, 0.586, 3.727], [-3.865, -0.594, 2.474], [-0.956, -5.469, 2.175], [-0.373, -4.074, 1.269], [-2.139, -4.378, 1.625], [3.006, 4.195, -1.466], [2.468, 3.087, -2.454], [2.985, 3.548, -3.896], [4.472, 3.163, -4.155], [4.808, 1.694, -3.791], [4.388, 1.312, -2.316], [2.938, 1.699, -2.144], [2.397, 1.112, -1.015], [5.370, 1.927, -1.321], [4.578, -0.271, -2.314], [0.943, 3.194, -2.551], [2.827, 3.823, -0.457], [2.446, 5.124, -1.572], [4.027, 4.539, -1.637], [3.019, 4.629, -4.026], [2.486, 3.169, -4.788], [5.091, 3.761, -3.487], [4.749, 3.478, -5.162], [5.883, 1.621, -3.955], [4.471, 1.049, -4.603], [5.267, 1.720, -0.256], [5.416, 3.005, -1.476], [6.334, 1.446, -1.489], [5.477, -0.614, -2.826], [3.651, -0.650, -2.745], [4.596, -0.755, -1.338], [0.482, 3.016, -1.580], [0.440, 2.450, -3.169], [0.428, 4.136, -2.742], [-0.352, 2.275, 1.880], [0.774, -1.206, -2.769], [0.743, -1.452, -1.354], [0.983, -2.811, -1.017], [2.131, -2.758, -0.065], [2.002, -1.630, 0.789], [3.102, -1.579, 1.677], [2.907, -0.475, 2.652], [2.339, 0.635, 1.855], [3.131, 1.837, 2.126], [1.699, -1.525, -3.249], [0.746, -0.129, -2.935], [-0.055, -1.628, -3.336], [1.349, -3.394, -1.862], [0.157, -3.395, -0.611], [3.079, -2.742, -0.602], [1.952, -3.633, 0.559], [4.015, -1.365, 1.121], [3.278, -2.524, 2.190], [3.829, -0.282, 3.200], [2.197, -0.730, 3.439], [2.867, 2.637, 1.435], [4.212, 1.745, 2.022], [2.982, 2.136, 3.163]]
}

No. 2
{
  "formula": "H24O12",
  "method": "ωB97M-V with the def2-TZVPD basis set",
  "fmax_ev_per_a": 2.95,
  "smiles": "O.O.O.O.O.O.O.O.O.O.O.O",
  "de_lowest_kj_mol": 194.8,
  "symbols": ["O", "H", "H", "O", "H", "H", "O", "H", "H", "O", "H", "H", "O", "H", "H", "O", "H", "H", "O", "H", "H", "O", "H", "H", "O", "H", "H", "O", "H", "H", "O", "H", "H", "O", "H", "H"],
  "positions_angstrom": [[11.068, -3.195, 10.682], [11.240, -3.898, 10.060], [11.760, -3.324, 11.349], [13.632, -3.032, 7.623], [13.476, -3.842, 8.124], [13.539, -2.294, 8.183], [15.031, 1.103, 10.221], [14.200, 1.318, 10.644], [15.172, 1.824, 9.605], [17.155, -1.154, 10.727], [17.577, -1.687, 11.418], [17.257, -0.206, 10.888], [11.661, 1.678, 7.822], [11.413, 2.393, 8.471], [11.573, 0.812, 8.262], [15.693, -0.911, 13.224], [14.740, -0.934, 13.120], [16.077, -1.105, 12.360], [15.403, -4.009, 10.372], [14.999, -3.149, 10.361], [15.439, -4.162, 11.298], [11.552, -1.314, 8.871], [10.957, -1.500, 8.135], [11.465, -2.141, 9.403], [13.049, -0.593, 12.643], [12.079, -0.780, 12.739], [13.288, -1.074, 11.864], [13.900, -1.459, 10.388], [13.134, -1.174, 9.862], [14.613, -0.751, 10.300], [17.353, 1.586, 11.422], [17.337, 2.465, 11.755], [16.536, 1.453, 10.935], [10.205, 0.814, 10.169], [9.852, 1.078, 9.318], [10.434, -0.088, 10.030]]
}